## w
12
Properties=species:S:1:pos:R:3 method="wB97M-V/def2-TZVPD" charge=0 lumo_ev="-0.76 / -0.40" homo_energy_ev="-8.09 / -7.95" homo_lumo_gap_ev="7.32 / 7.54"
C -1.986 0.537 -0.342
C 1.654 1.585 -1.048
C -0.146 -1.860 0.971
N -1.866 0.689 0.928
Si -0.367 -0.088 0.307
H -2.780 0.788 -0.982
H 2.229 0.738 -1.466
H 1.475 2.348 -1.748
H 1.939 1.990 -0.099
H 0.982 -2.189 1.089
H -0.541 -1.916 2.032
H -0.594 -2.622 0.359


## x
12
Properties=species:S:1:pos:R:3 method="wB97M-V/def2-TZVPD" charge=0 lumo_ev=0.84 homo_energy_ev=-11.21 smiles=C[C@H]([SiH3])C#N homo_lumo_gap_ev=12.05
C 0.243 1.362 -0.275
C -0.232 0.151 0.515
Si 0.862 -1.391 0.053
C -1.779 -0.195 0.293
N -2.860 -0.339 -0.051
H -0.250 2.268 -0.018
H 1.293 1.444 -0.138
H 0.181 1.248 -1.310
H -0.365 0.582 1.547
H 1.985 -1.694 0.916
H 1.102 -1.151 -1.325
H -0.180 -2.284 -0.208


Question: which arrangement is favored energetically? Ranking from most to least stable: x, w.


## w
16
Properties=species:S:1:pos:R:3 method="wB97M-V/def2-TZVPD" charge=0 lumo_ev=0.19 homo_energy_ev=-8.77 homo_lumo_gap_ev=8.96
C -1.876 0.394 -0.215
C -0.762 0.135 0.742
C 0.296 -0.664 0.150
C 2.440 -0.270 -0.259
C 0.668 0.728 0.642
H -3.624 -0.519 -1.241
H -1.546 0.358 -1.191
H -2.090 1.479 0.132
H -1.057 0.129 1.650
H -0.066 -0.988 -0.952
H 3.411 -0.308 0.347
H 2.976 -0.327 -1.301
H 1.151 0.632 1.772
O -3.127 -0.486 -0.068
O 1.503 -1.224 0.270
O 1.704 0.931 -0.478


## x
16
Properties=species:S:1:pos:R:3 method="wB97M-V/def2-TZVPD" charge=0 lumo_ev=0.67 homo_energy_ev=-9.55 smiles="CC(=O)O[C@H]1C[C@H]1O" homo_lumo_gap_ev=10.21
C -2.480 -0.974 0.091
C -1.521 0.151 -0.060
O -1.654 1.340 0.031
O -0.323 -0.452 -0.029
C 0.588 0.472 -0.479
C 1.525 1.203 0.507
C 1.917 -0.027 -0.307
O 1.861 -1.382 0.152
H -3.530 -0.558 0.002
H -2.477 -1.541 1.031
H -2.216 -1.808 -0.599
H 0.228 0.951 -1.408
H 1.878 2.241 0.259
H 1.308 1.086 1.556
H 2.697 0.314 -0.967
H 2.873 -1.676 0.384


## y
16
Properties=species:S:1:pos:R:3 method="wB97M-V/def2-TZVPD" charge=0 lumo_ev=1.02 homo_energy_ev=-9.49 smiles="C=COOC(=O)CC" homo_lumo_gap_ev=10.52
C -2.474 1.661 -0.904
C -1.781 0.679 -1.460
O -1.749 -0.542 -0.854
O -0.464 -1.065 -0.443
C 0.622 -0.307 -0.453
O 0.759 0.774 -0.952
C 1.675 -1.055 0.346
C 1.553 -0.611 1.805
H -2.921 1.539 0.064
H -2.647 2.583 -1.424
H -1.309 0.759 -2.431
H 1.503 -2.126 0.259
H 2.657 -0.796 -0.051
H 2.275 -1.140 2.417
H 1.746 0.460 1.892
H 0.556 -0.814 2.188


Question: which arrangement is favored energetically? Ranking from most to least stable: x, y, w.


## w
16
Properties=species:S:1:pos:R:3 method="wB97M-V/def2-TZVPD" charge=0 lumo_ev=0.80 homo_energy_ev=-9.57 homo_lumo_gap_ev=10.37
C -1.667 0.289 0.175
C 0.818 0.934 -0.619
C 1.849 -1.290 0.248
C 0.655 -0.414 0.048
C -0.595 -0.716 0.385
O -0.427 1.558 -0.701
O -1.895 1.298 0.983
O -2.696 -0.155 -0.534
H -1.055 1.848 0.457
H -3.397 0.516 -0.481
H 1.538 1.536 -0.043
H 1.257 0.789 -1.617
H -0.900 -1.667 0.804
H 1.582 -2.252 0.684
H 2.572 -0.804 0.911
H 2.360 -1.469 -0.702


## x
16
Properties=species:S:1:pos:R:3 method="wB97M-V/def2-TZVPD" charge=0 lumo_ev=0.76 homo_energy_ev=-8.25 homo_lumo_gap_ev=9.02
C -2.960 0.324 -0.094
C -0.872 -0.263 0.475
C 0.170 0.718 -0.176
C 2.319 0.111 0.001
C 0.462 -0.629 0.431
H -3.073 0.753 1.078
H -2.740 1.309 -0.815
H -3.875 -0.339 -0.636
H -1.008 0.096 1.465
H -0.224 0.504 -1.312
H 3.133 -0.242 -1.037
H 2.840 0.078 1.186
H 0.852 -0.158 1.455
O -1.865 -0.521 -0.224
O 1.552 1.175 -0.051
O 1.485 -1.099 -0.376


## y
16
Properties=species:S:1:pos:R:3 method="wB97M-V/def2-TZVPD" charge=0 lumo_ev=-0.18 homo_energy_ev=-10.47 homo_lumo_gap_ev=10.30
C -2.191 0.871 -0.499
C -1.264 -0.225 -0.078
C 0.102 0.225 0.190
C 1.283 -0.327 -0.123
C 2.524 0.151 0.288
H -1.711 1.584 -0.716
H -2.695 0.600 -1.141
H -3.262 1.061 0.209
H -1.079 -1.050 -0.697
H -1.469 -1.587 1.900
H 0.327 1.486 0.658
H 1.394 -1.244 -0.814
H 3.459 -1.443 -0.871
O -1.909 -0.743 1.019
O 3.720 -0.479 -0.226
O 2.772 1.120 0.898


## z
16
Properties=species:S:1:pos:R:3 method="wB97M-V/def2-TZVPD" charge=0 lumo_ev=-0.96 homo_energy_ev=-8.21 homo_lumo_gap_ev=7.25
C 0.509 1.044 -0.407
C 0.825 -0.618 -0.973
C -1.114 -0.769 0.022
C -1.901 -0.319 1.183
C -0.592 0.479 0.745
H 2.531 1.264 -0.907
H -0.049 1.640 -1.097
H 0.663 -0.641 -2.119
H 1.860 -0.916 -0.696
H -1.772 -0.622 -0.944
H -2.056 -0.402 2.388
H -2.583 0.171 0.618
H 1.839 -0.248 0.872
O 1.627 1.631 0.129
O -0.072 -1.605 -0.475
O 0.285 -0.088 1.660


Question: which arrangement is favored energetically? Ranking from most to least stable: w, y, x, z.


## w
18
Properties=species:S:1:pos:R:3 method="wB97M-V/def2-TZVPD" charge=0 lumo_ev=0.81 homo_energy_ev=-7.67 smiles="CC(=O)NN.NNO" homo_lumo_gap_ev=8.49
C 1.249 1.437 -0.685
C 0.468 0.508 0.222
O 0.784 0.411 1.417
N -1.124 0.916 0.019
N -1.883 0.852 1.161
H 0.828 1.460 -1.694
H 2.289 1.101 -0.725
H 1.249 2.448 -0.274
H -1.379 1.577 -0.711
H -1.952 1.756 1.635
H -1.444 0.205 1.823
N 0.780 -2.315 0.330
N 0.506 -1.340 -0.633
O -0.940 -1.772 -1.291
H -0.096 -2.767 0.591
H 1.157 -1.865 1.168
H 1.022 -1.494 -1.500
H -1.516 -1.117 -0.854


## x
18
Properties=species:S:1:pos:R:3 method="wB97M-V/def2-TZVPD" charge=0 lumo_ev=0.59 homo_energy_ev=-9.41 smiles="NC(N)=O.NC(N)O" homo_lumo_gap_ev=10.00
N -0.116 -0.951 1.625
C 1.135 -0.640 1.035
N 1.401 -1.434 -0.085
O 2.004 -0.077 1.668
H -0.452 -1.891 1.473
H -0.152 -0.685 2.599
H 1.063 -2.383 -0.126
H 2.213 -1.145 -0.604
N -1.786 0.963 -0.008
C -0.849 1.179 -1.023
N -0.774 0.113 -1.927
O 0.640 1.317 -0.413
H -1.921 1.783 0.570
H -1.496 0.180 0.586
H -1.054 2.117 -1.548
H -0.105 0.322 -2.658
H -0.470 -0.737 -1.454
H 0.718 1.969 0.289


## y
18
Properties=species:S:1:pos:R:3 method="wB97M-V/def2-TZVPD" charge=0 lumo_ev=-1.92 homo_energy_ev=-8.44 smiles="NNC(N)=O.N=O.C" homo_lumo_gap_ev=6.52
N 0.279 -2.735 0.934
N 0.072 -1.367 0.710
C -1.158 -0.819 0.959
N -1.192 0.539 0.845
O -2.122 -1.512 1.228
H 0.365 -3.231 0.043
H -0.549 -3.077 1.428
H 0.896 -0.803 0.538
H -0.299 1.109 0.939
H -2.053 0.979 1.122
N 1.392 1.705 0.925
O 1.991 0.924 0.177
H 1.863 2.640 0.969
C 0.103 1.134 -2.164
H 0.152 2.216 -2.184
H -0.143 0.767 -3.155
H 1.068 0.727 -1.878
H -0.664 0.802 -1.433


Question: which arrangement is favored energetically? Ranking from most to least stable: x, y, w.


## w
8
Properties=species:S:1:pos:R:3 method="wB97M-V/def2-TZVPD" charge=0 lumo_ev="-1.11 / -1.19" homo_energy_ev="-8.67 / -8.04" homo_lumo_gap_ev="7.55 / 6.86"
C 1.503 -0.351 0.082
N -2.821 0.606 -0.177
O 0.442 0.494 0.118
P -1.933 -0.589 -0.016
H 1.734 -0.703 -0.940
H 1.375 -1.234 0.728
H 2.391 0.180 0.458
H -2.692 1.598 -0.253


## x
8
Properties=species:S:1:pos:R:3 method="wB97M-V/def2-TZVPD" charge=0 lumo_ev="-0.74 / -0.74" homo_energy_ev="-8.44 / -8.44" smiles="C=[N+]([O-])P" homo_lumo_gap_ev="7.70 / 7.70"
C -0.060 -0.981 0.497
N -0.224 -0.351 -0.601
O -1.271 -0.819 -1.184
P 0.970 1.414 -0.538
H 0.934 -1.113 0.901
H -0.993 -1.464 0.851
H 0.820 1.156 0.904
H -0.176 2.157 -0.829


Question: which arrangement is favored energetically? Ranking from most to least stable: w, x.


## w
8
Properties=species:S:1:pos:R:3 method="wB97M-V/def2-TZVPD" charge=0 lumo_ev="-0.48 / -1.29" homo_energy_ev="-10.00 / -7.32" homo_lumo_gap_ev="9.52 / 6.03"
C -0.949 -0.050 -0.313
N -0.663 0.344 0.969
O 2.795 0.061 -0.759
P 2.583 0.629 0.543
H -2.154 -0.265 -0.514
H -0.351 0.677 -0.892
H -0.459 -0.969 -0.727
H -0.802 -0.427 1.693


## x
8
Properties=species:S:1:pos:R:3 method="wB97M-V/def2-TZVPD" charge=0 lumo_ev=-0.04 homo_energy_ev=-10.35 smiles=N#P.CO homo_lumo_gap_ev=10.30
N -1.190 1.767 -2.175
P -1.656 2.689 -1.149
C 0.764 -0.487 0.487
O -0.506 -0.868 0.963
H 1.282 -1.430 0.312
H 1.306 -0.012 1.270
H 0.728 0.150 -0.373
H -0.728 -1.809 0.666


Question: which arrangement is favored energetically? Ranking from most to least stable: x, w.